[1]
The following is a DFT calculation (ωB97M-V with the def2-TZVPD basis set) of 2 unconnected molecules or ions with the total composition C2H7NOS at a distorted geometry.

LUMO energy (alpha / beta)   0.97 / -1.88 eV
ΔE to the lowest compared entry with this formula, charge and spin   0.000 eV
<S²>   2.0078
Electronic energy   -16555.9459 eV

Structure (ORCA input):
```
! wB97M-V def2-TZVPD RIJCOSX def2/J DEFGRID3
* xyz 0 3
C 1.976 -0.499 0.496
C -2.340 0.225 0.055
N 1.675 0.249 -0.719
O -1.562 0.103 -0.995
S 0.595 1.538 -0.819
H 1.114 -1.205 0.670
H 2.878 -0.952 0.407
H 2.040 0.168 1.340
H -2.970 -0.695 0.018
H -3.127 1.130 -0.038
H -1.882 0.288 1.127
H 1.602 -0.351 -1.542
*
```

***

[2]
The following is a DFT calculation (ωB97M-V with the def2-TZVPD basis set) of a molecular structure, C27H27ClMgN2O4S at a distorted geometry.

LUMO energy   0.00 eV
ΔE to the lowest compared entry with this formula, charge and spin   0.445 eV
Electronic energy   -68414.6482 eV

Structure (ORCA input):
```
! wB97M-V def2-TZVPD RIJCOSX def2/J DEFGRID3
* xyz 0 1
Mg 0.330 0.193 -0.474
C 1.239 3.770 -0.203
C 1.232 2.574 0.713
C 2.232 1.600 0.618
C 2.328 0.566 1.561
C 3.369 -0.510 1.408
C 1.402 0.523 2.594
C 0.363 1.444 2.684
C -0.662 1.324 3.782
C 0.281 2.457 1.730
H 1.752 4.599 0.285
H 0.228 4.103 -0.442
H 1.773 3.561 -1.128
H 2.971 1.666 -0.171
H 3.000 -1.295 0.741
H 3.597 -0.972 2.368
H 4.289 -0.114 0.978
H 1.452 -0.288 3.314
H -1.381 0.531 3.557
H -1.210 2.256 3.918
H -0.187 1.061 4.729
H -0.519 3.190 1.794
C 1.989 4.268 -7.153
C 1.719 3.187 -6.132
C 1.975 1.853 -6.421
C 1.739 0.856 -5.482
C 1.249 1.202 -4.232
C 0.962 2.531 -3.928
C 1.203 3.510 -4.874
S 0.916 -0.085 -3.066
O 1.884 0.036 -1.948
O 0.905 -1.306 -3.814
N -0.399 0.314 -2.302
C -1.737 0.131 -2.638
C -2.272 -0.153 -3.865
C -3.672 -0.297 -4.015
C -4.522 -0.164 -2.959
C -3.998 0.123 -1.673
C -4.794 0.239 -0.511
C -4.210 0.484 0.697
C -2.811 0.629 0.759
N -2.033 0.542 -0.292
C -2.611 0.280 -1.511
H 2.072 3.852 -8.157
H 2.923 4.791 -6.931
H 1.190 5.011 -7.155
H 2.362 1.583 -7.398
H 1.933 -0.186 -5.708
H 0.523 2.782 -2.971
H 0.978 4.547 -4.641
H -1.614 -0.289 -4.715
H -4.070 -0.526 -4.996
H -5.593 -0.286 -3.084
H -5.869 0.118 -0.593
H -4.796 0.560 1.604
H -2.320 0.809 1.711
Cl -1.289 -2.035 3.179
C -1.185 -2.985 1.654
C -0.204 -2.477 0.606
O 0.209 -3.298 -0.195
O 0.099 -1.222 0.666
H -2.175 -2.985 1.204
H -0.919 -4.001 1.913
*
```

***

[3]
The following is a DFT calculation (ωB97M-V with the def2-TZVPD basis set) of 2 unconnected molecules or ions with the total composition C6H11P at a distorted geometry.

LUMO energy   0.25 eV
ΔE to the lowest compared entry with this formula, charge and spin   2.646 eV
Structure (SMILES)   CC=C=P.C=CC
Electronic energy   -15685.1968 eV

Structure (ORCA input):
```
! wB97M-V def2-TZVPD RIJCOSX def2/J DEFGRID3
* xyz 0 1
C -1.474 2.235 -0.156
C -1.800 1.280 1.014
C -2.025 0.009 0.708
P -2.780 -1.441 0.337
H -1.845 1.591 -1.074
H -0.462 2.530 -0.248
H -2.077 3.083 -0.002
H -1.473 1.631 2.041
H -1.576 -2.258 0.276
C 2.701 -1.269 -1.194
C 1.510 -0.950 -0.794
C 1.145 -0.729 0.639
H 3.633 -1.375 -0.556
H 2.982 -1.202 -2.248
H 0.665 -1.010 -1.527
H 0.204 -1.398 0.785
H 0.790 0.253 0.687
H 1.884 -0.981 1.311
*
```

***

[4]
The following is a DFT calculation (ωB97M-V with the def2-TZVPD basis set) of 3 unconnected molecules or ions with the total composition C6H18NO at a distorted geometry.

LUMO energy   -6.86 eV
ΔE to the lowest compared entry with this formula, charge and spin   3.034 eV
Electronic energy   -10042.7975 eV

Structure (ORCA input):
```
! wB97M-V def2-TZVPD RIJCOSX def2/J DEFGRID3
* xyz 1 1
C 1.120 0.207 -2.506
C 2.269 0.126 -1.513
C 1.876 0.048 -0.025
C 0.886 -0.929 0.318
C 0.813 -1.603 1.593
C 0.329 -0.643 2.734
N -4.330 1.078 -0.080
H 0.541 1.121 -2.381
H 1.461 0.219 -3.541
H 0.420 -0.622 -2.365
H 2.936 -0.688 -1.778
H 1.657 1.073 0.316
H 2.761 -0.243 0.546
H 0.290 -1.392 -0.468
H -0.800 0.423 -0.213
H 1.829 -1.941 1.848
H 0.159 -2.468 1.528
H 0.798 -0.799 3.699
H 0.555 0.384 2.443
H -0.752 -0.668 2.805
H -4.818 1.349 -0.927
H -4.636 0.124 0.088
H 2.918 0.998 -1.625
H -4.688 1.635 0.686
H -2.273 0.856 -0.375
O -1.353 1.175 -0.437
*
```

***

[5]
The following is a DFT calculation (ωB97M-V with the def2-TZVPD basis set) of a gas-phase ion, C3H8NO (charge -1) at a distorted geometry.

LUMO energy   4.43 eV
ΔE to the lowest compared entry with this formula, charge and spin   0.459 eV
Structure (SMILES)   C[C@@H](N)C[O-]
Electronic energy   -6777.5328 eV

Structure (ORCA input):
```
! wB97M-V def2-TZVPD RIJCOSX def2/J DEFGRID3
* xyz -1 1
C 0.262 -0.902 1.149
C -0.350 -0.121 -0.005
N -0.723 1.225 0.454
C 0.479 -0.002 -1.354
O -0.204 0.755 -2.222
H 1.165 -0.539 1.660
H -0.350 -0.728 2.080
H 0.252 -1.967 0.919
H -1.342 -0.570 -0.177
H 0.083 1.841 0.474
H -1.371 1.611 -0.214
H 1.456 0.478 -1.095
H 0.644 -1.081 -1.669
*
```

***

[6]
The following is a DFT calculation (ωB97M-V with the def2-TZVPD basis set) of C8H11N3 in the gas phase at a distorted geometry.

LUMO energy   0.47 eV
ΔE to the lowest compared entry with this formula, charge and spin   1.793 eV
Structure (SMILES)   CC1=C[C@@](N)(C#N)CC(C)=N1
Electronic energy   -12942.2818 eV

Structure (ORCA input):
```
! wB97M-V def2-TZVPD RIJCOSX def2/J DEFGRID3
* xyz 0 1
C -1.817 -2.017 -0.930
C -0.661 -1.144 -0.704
C 0.597 -1.556 -0.445
C 1.599 -0.468 0.227
N 2.762 -0.969 1.066
C 2.191 -0.002 -1.000
N 2.662 0.401 -1.958
C 0.789 0.746 0.814
C -0.305 1.081 -0.199
C -0.485 2.462 -0.607
N -0.980 0.192 -0.819
H -2.816 -1.552 -1.123
H -2.074 -2.489 0.067
H -1.877 -2.788 -1.731
H 0.919 -2.602 -0.547
H 3.671 -0.460 0.797
H 2.488 -0.835 1.981
H 1.582 1.494 0.983
H 0.256 0.462 1.726
H 0.207 2.694 -1.458
H -0.446 3.189 0.251
H -1.517 2.650 -1.095
*
```

***

[7]
The following is a DFT calculation (ωB97M-V with the def2-TZVPD basis set) of 8 unconnected molecules or ions with the total composition C14H30Br14O at a distorted geometry.

LUMO energy   -0.02 eV
ΔE to the lowest compared entry with this formula, charge and spin   0.736 eV
Structure (SMILES)   BrCCBr.BrCCBr.BrCCBr.BrCCBr.BrCCBr.BrCCBr.BrCCBr.O
Electronic energy   -997646.7455 eV

Structure (ORCA input):
```
! wB97M-V def2-TZVPD RIJCOSX def2/J DEFGRID3
* xyz 0 1
Br -5.197 4.800 -1.170
C -4.789 3.275 0.047
C -3.809 2.317 -0.632
Br -1.951 3.135 -0.999
H -5.760 2.792 0.160
H -4.444 3.661 1.007
H -4.102 1.966 -1.622
H -3.459 1.539 0.047
Br 4.362 1.251 6.083
C 2.308 1.340 5.842
C 1.982 0.508 4.708
Br 0.149 0.768 4.259
H 2.170 2.407 5.663
H 1.922 0.921 6.771
H 2.057 -0.557 4.925
H 2.626 0.661 3.842
Br -3.898 -0.573 -3.272
C -3.693 -2.466 -2.849
C -2.861 -3.244 -3.810
Br -2.584 -5.071 -3.155
H -4.753 -2.711 -2.785
H -3.131 -2.549 -1.919
H -1.890 -2.750 -3.822
H -3.274 -3.308 -4.817
Br -4.946 -2.162 1.781
C -3.107 -2.123 1.151
C -2.243 -2.417 2.375
Br -0.367 -2.410 1.836
H -2.886 -1.105 0.832
H -3.016 -2.887 0.379
H -2.472 -3.401 2.785
H -2.301 -1.627 3.123
Br -2.348 1.993 -4.808
C -0.338 1.890 -4.359
C 0.293 0.570 -4.801
Br 2.247 0.600 -4.139
H -0.281 2.053 -3.283
H 0.118 2.756 -4.839
H 0.384 0.495 -5.884
H -0.198 -0.349 -4.481
Br -0.836 -1.032 -1.336
C 0.888 -0.444 -0.548
C 0.597 0.744 0.491
Br 2.265 1.463 1.200
H 1.567 -0.243 -1.376
H 1.466 -1.285 -0.166
H 0.174 0.243 1.361
H 0.098 1.659 0.173
Br 5.892 -0.776 3.149
C 5.653 -0.819 1.147
C 4.714 -1.957 0.711
Br 4.320 -1.746 -1.234
H 6.673 -1.113 0.898
H 5.373 0.096 0.625
H 3.757 -1.802 1.209
H 4.971 -3.006 0.861
O 5.622 3.133 0.959
H 5.510 3.828 0.310
H 4.772 3.071 1.394
*
```